Here is 2 unconnected molecules or ions with the total composition C4H13N3 in a non-equilibrium geometry from OMol25. Energies are from the ωB97M-V functional and the def2-TZVPD basis.

Results
**Calculated total energy**: -324.30412 Ha
**Relative energy (zero: lowest compared OMol25 entry of this formula, charge and spin)**: 448.5 kJ/mol
**HOMO-LUMO gap**: 8.8 eV
**Strongest force on any atom**: 3.7 eV/A

```
20
C4H13N3, DFT the ωB97M-V functional and the def2-TZVPD basis
N -2.176 -0.487 0.037
N 2.327 0.106 -0.514
N -1.326 -1.302 0.109
C -2.410 0.363 -1.075
C 3.049 -1.106 -1.108
C -3.125 -0.084 1.151
C 1.212 0.014 0.411
H 1.230 -0.860 1.151
H 3.811 -0.671 -1.753
H 0.259 -0.142 -0.052
H 2.283 -1.546 -1.766
H 1.240 0.927 1.045
H -1.874 1.393 -1.073
H -3.498 0.378 -1.363
H -3.219 0.994 1.497
H 3.274 -1.995 -0.513
H -1.885 -0.113 -1.831
H 3.137 0.589 -0.109
H -2.808 -0.802 1.972
H -4.104 -0.459 0.906
```

Here are the Löwdin charges for atoms 1 to 5, given in e:
1 N -0.4393
2 N -0.1839
3 N 0.1115
4 C -0.0895
5 C -0.1252